# 1
Formula: CH2OS2
Source: OMol25
Level of theory: ωB97M-V/def2-TZVPD

```
6
Properties=species:S:1:pos:R:3:forces:R:3:lowdin_charge:R:1
S -0.93588 -0.19577 -1.01950 -0.64 -3.89 -2.36 0.758
S -0.14243 2.22382 -0.00676 0.64 -0.76 0.64 0.630
O 1.06013 -0.05729 0.68037 -3.66 -1.34 1.03 -0.189
C 0.07995 0.56256 -0.00936 2.87 2.82 2.43 -1.543
H -0.04236 -1.25376 1.57551 2.26 2.22 -1.92 0.378
H -0.01942 -1.27956 -1.22026 -1.47 0.94 0.17 -0.036
```
Positions in Å, forces in eV/Å.

Summary:
Kohn-Sham gap: 5.64 eV
Energy relative to the best compared isomer or geometry (same formula, charge and spin): 122.7 kcal/mol
Energy: -910.72006 Eh

# 2
Formula: CH2OS3
Source: OMol25
Level of theory: ωB97M-V/def2-TZVPD

```
7
Properties=species:S:1:pos:R:3:forces:R:3:lowdin_charge:R:1
S -1.59658 -0.69512 1.06907 0.23 0.00 0.21 0.547
S -1.86248 -0.14980 -0.94112 -0.07 0.06 -0.22 0.554
S 0.21593 1.79817 0.23345 2.23 -0.46 0.52 0.702
O 1.16471 -0.74746 -0.37781 -2.50 1.54 0.69 -0.302
C -0.50096 0.22863 0.06063 2.87 -2.36 -1.00 -1.495
H 1.55320 1.26046 0.51850 -2.25 0.77 -0.40 -0.019
H 1.02617 -1.69488 -0.56273 -0.51 0.45 0.19 0.012
```
Positions in Å, forces in eV/Å.

Summary:
Kohn-Sham gap: 8.38 eV
Energy relative to the best compared isomer or geometry (same formula, charge and spin): 40.1 kcal/mol
Energy: -1308.98501 Eh

# 3
Formula: CH2P2S3
Source: OMol25
Level of theory: ωB97M-V/def2-TZVPD

```
8
Properties=species:S:1:pos:R:3:forces:R:3:lowdin_charge:R:1
S -1.33670 -1.52922 -1.35683 0.37 0.03 1.33 -0.061
S 0.17628 -0.47148 -2.11253 0.91 0.76 0.36 -0.107
S 1.95910 -0.92629 0.83432 -0.73 0.82 -0.55 0.140
P 0.04573 -0.90557 1.44007 -1.23 -0.04 -1.50 0.470
P 1.09101 0.76070 -0.61345 -0.24 -0.84 0.30 0.371
C -0.35774 0.74470 0.60268 0.43 -1.59 -2.61 -0.810
H -1.16552 0.89589 -0.18560 0.21 -0.70 1.79 0.008
H -0.41216 1.43126 1.39134 0.28 1.55 0.89 -0.011
```
Positions in Å, forces in eV/Å.

Summary:
Kohn-Sham gap (alpha / beta): 5.94 / 5.93 eV
Energy relative to the best compared isomer or geometry (same formula, charge and spin): 45.5 kcal/mol
Energy: -1916.54062 Eh

# 4
Formula: CH2S2
Source: OMol25
Level of theory: ωB97M-V/def2-TZVPD

```
5
Properties=species:S:1:pos:R:3:forces:R:3:lowdin_charge:R:1
S 0.40048 -1.08415 -1.79842 0.11 0.01 0.27 0.623
S 0.81776 -0.34032 1.09710 0.25 -0.15 0.20 0.701
C 0.16095 -0.32606 -0.44666 -1.29 0.98 -0.58 -1.306
H 0.04832 0.60770 1.63942 -0.10 0.08 -0.03 -0.129
H -1.42751 1.14283 -0.49143 1.05 -0.92 0.14 0.111
```
Positions in Å, forces in eV/Å.

Summary:
Kohn-Sham gap (alpha / beta): 7.61 / 8.50 eV
Energy relative to the best compared isomer or geometry (same formula, charge and spin): 83.3 kcal/mol
Energy: -835.51504 Eh

# 5
Formula: CH2S2
Source: OMol25
Level of theory: ωB97M-V/def2-TZVPD

```
5
Properties=species:S:1:pos:R:3:forces:R:3:lowdin_charge:R:1
S -0.39484 0.89228 1.86371 -0.40 0.86 0.11 0.610
S 0.38296 0.69026 -0.97920 -1.04 -2.66 -2.00 0.536
C -0.15848 -0.01662 0.56988 1.26 0.27 -0.41 -1.189
H 0.14897 -0.52814 -2.29268 0.45 2.44 3.27 0.062
H 0.02139 -1.03778 0.83829 -0.27 -0.91 -0.96 -0.019
```
Positions in Å, forces in eV/Å.

Summary:
Kohn-Sham gap: 8.26 eV
Energy relative to the best compared isomer or geometry (same formula, charge and spin): 40.9 kcal/mol
Energy: -835.58262 Eh

# 6
Formula: CH2S2
Source: OMol25
Level of theory: ωB97M-V/def2-TZVPD

```
5
Properties=species:S:1:pos:R:3:forces:R:3:lowdin_charge:R:1
S -0.42219 1.48939 0.09896 -0.17 0.30 0.05 0.654
S -2.90654 -0.26828 -0.00648 0.77 0.44 -0.41 0.585
C -1.31642 -0.01974 -0.16802 2.59 -1.83 0.90 -1.179
H -0.52276 -0.89681 -0.26327 -1.92 1.59 -0.11 0.048
H 0.91565 1.16093 0.30296 -1.26 -0.49 -0.42 -0.108
```
Positions in Å, forces in eV/Å.

Summary:
Kohn-Sham gap: 8.58 eV
Energy relative to the best compared isomer or geometry (same formula, charge and spin): 9.4 kcal/mol
Energy: -835.63281 Eh
SMILES: S=CS

# 7
Formula: CH2S2
Source: OMol25
Level of theory: ωB97M-V/def2-TZVPD

```
5
Properties=species:S:1:pos:R:3:forces:R:3:mulliken_spin:R:1
S -2.20056 0.44751 0.58674 -0.22 -0.25 0.21 1.005
S 0.26571 -1.19608 0.03936 -1.05 1.02 0.53 0.096
C -0.56380 0.22668 0.29481 -0.66 -4.00 -0.30 -0.050
H -0.08397 1.09048 0.10559 1.83 3.18 -0.39 0.015
H 2.58262 -0.56859 -1.02650 0.09 0.05 -0.06 0.934
```
Positions in Å, forces in eV/Å.

Summary:
Kohn-Sham gap (alpha / beta): 7.92 / 6.02 eV
Energy relative to the best compared isomer or geometry (same formula, charge and spin): 0.0 kcal/mol
Energy: -835.49229 Eh
2S+1: 3

# 8
Formula: CH32N2O13
Source: OMol25
Level of theory: ωB97M-V/def2-TZVPD

```
48
Properties=species:S:1:pos:R:3:forces:R:3:mulliken_spin:R:1
O -0.04247 -2.07141 -2.42518 1.39 -0.51 -0.62 -0.001
O 1.54505 -0.49927 -3.81162 2.04 -0.37 -0.10 0.000
O -2.34100 0.88459 1.74405 -1.18 -0.56 2.27 0.081
O -2.13513 -1.03021 -0.38857 -0.36 -0.71 0.12 0.007
O 0.49790 -0.81860 0.40451 -0.25 -0.08 0.41 0.010
O 2.85771 -1.22493 2.44161 0.68 0.38 -0.24 0.000
O 0.47490 1.61872 3.90855 1.66 -0.82 0.81 0.000
O -2.39588 -0.76452 -3.05590 -0.16 -1.14 0.61 0.000
O 0.53334 -3.35829 2.02699 0.47 0.35 0.87 0.000
O 1.15460 3.16806 1.48870 0.41 -0.22 0.56 0.002
O -0.30291 -0.97995 2.97499 -0.85 0.10 0.40 -0.001
O 2.51777 -0.67818 -1.32082 0.24 -0.63 -0.21 0.000
O 1.77771 1.89312 -0.73817 -0.57 -0.25 0.67 0.001
N -1.29211 2.08794 -2.27202 -0.32 -0.11 0.35 0.052
N -1.13982 1.39666 0.01648 0.28 -2.15 -3.11 0.782
C -2.02378 1.79217 -1.04013 0.96 1.99 -0.33 -0.031
H -0.41242 -0.92972 0.09162 0.51 -0.01 0.00 0.006
H 2.07976 -1.78396 2.49677 0.14 -0.53 -0.38 0.000
H -0.14263 1.27387 -0.22783 0.57 0.86 0.47 0.015
H 0.61855 -1.58632 -3.00251 -0.85 0.80 0.08 0.000
H 0.41593 0.68342 4.16764 -1.13 0.00 -0.60 0.000
H -1.77567 -1.92730 -0.34561 -0.35 -0.07 -0.10 -0.001
H 2.01929 2.42495 0.06087 -0.11 0.15 -0.97 0.000
H 3.48054 -1.59514 1.78306 -0.84 0.07 0.57 0.000
H 1.70134 -1.16939 -1.11215 0.44 0.39 0.30 0.001
H 2.57047 0.00183 -0.63245 -0.26 -0.07 -0.30 0.000
H -0.04335 -3.14757 1.28172 0.45 -0.99 0.10 0.000
H -1.54745 0.53493 0.39812 1.77 1.16 -0.81 0.020
H -0.16563 -1.71937 3.57208 0.37 -0.43 -0.01 0.000
H 0.46825 -0.89318 1.38521 0.02 0.10 -0.49 0.000
H -2.22633 0.16922 -3.15052 0.78 0.39 -0.49 0.001
H -2.45821 2.76582 -0.64933 -0.50 -1.09 -0.31 0.051
H -1.26562 -1.00854 2.85414 0.26 0.38 0.15 0.000
H -2.52612 0.05313 1.27356 -1.04 -0.14 0.53 -0.007
H -2.70159 0.97187 -1.31884 -0.43 0.69 0.95 0.026
H 1.40580 1.65888 4.22068 -0.43 0.97 -0.34 0.000
H 2.19977 2.15050 -1.55856 0.37 0.35 0.21 0.000
H -3.08094 1.46999 1.57071 -0.47 0.07 0.22 -0.010
H 0.44379 -2.90506 -2.53712 -0.84 -0.50 0.48 0.000
H 1.62213 3.26671 2.33348 0.02 0.49 -0.30 0.000
H -0.40232 2.53968 -2.06702 -0.18 0.10 -0.28 0.001
H -1.90714 2.69205 -2.80871 0.52 0.21 -0.22 -0.002
H 2.16311 -0.50027 -3.03799 -0.84 0.61 0.85 0.000
H -1.55752 -1.28971 -3.14253 -0.50 0.75 -0.05 0.000
H 0.68455 2.35760 1.71141 -0.40 -0.23 0.08 -0.005
H 2.27591 -0.74906 -4.40959 -0.97 0.03 -0.79 0.000
H 0.76966 -4.28376 2.19706 -0.63 0.31 -0.86 0.000
H -2.39181 -0.94200 -1.35087 0.12 -0.08 -0.17 0.000
```
Positions in Å, forces in eV/Å.

Summary:
Kohn-Sham gap (alpha / beta): 10.83 / 7.16 eV
Energy: -1144.56747 Eh
Net charge: +1
2S+1: 2